Entry 1:
Here is a single C17H20N2O molecule from the Open Molecules 2025 dataset. Energies are from ωB97M-V/def2-TZVPD.

```
40
Properties=species:S:1:pos:R:3:forces:R:3
C -1.49685 -1.46239 -1.80427 0.0 -0.2 0.1
C -0.99024 -2.39152 -0.70095 0.0 0.0 -0.4
N -0.66759 -1.69508 0.52346 -0.4 0.0 0.1
C -1.80067 -1.18802 1.28285 0.1 0.1 0.3
C -2.28382 0.15722 0.81234 -0.2 0.2 0.0
C -1.40343 1.22839 0.70660 -0.1 -0.1 0.0
C -1.89279 2.44659 0.26563 0.3 -0.1 0.1
N -3.15818 2.65380 -0.05909 -0.2 0.5 -0.2
C -3.99745 1.63970 0.05593 -0.2 -0.2 0.0
C -3.61650 0.37749 0.48317 0.2 0.1 0.1
C 0.56889 -1.52132 1.05759 0.3 -0.4 0.1
O 0.71677 -0.92275 2.10829 0.2 0.2 0.2
C 1.77253 -2.10412 0.33645 0.0 0.0 0.0
C 2.22294 -1.23564 -0.84954 0.0 -0.1 0.1
C 2.42521 0.19725 -0.43639 0.0 0.1 -0.2
C 1.63044 1.20918 -0.95569 0.0 -0.1 -0.1
C 1.80911 2.52418 -0.56136 0.0 0.1 0.0
C 2.78321 2.84287 0.36711 0.0 0.1 0.0
C 3.58495 1.84131 0.88857 0.1 0.0 0.1
C 3.41000 0.53093 0.48566 0.0 0.0 0.0
H -0.79176 -0.65329 -1.97545 0.1 0.1 0.0
H -1.61615 -2.02414 -2.72759 0.0 0.0 -0.1
H -2.45493 -1.02433 -1.53996 -0.1 0.0 -0.1
H -1.76490 -3.13707 -0.47895 0.2 0.0 0.0
H -0.11174 -2.92539 -1.05913 -0.1 0.0 0.1
H -2.61200 -1.92101 1.23672 0.1 0.0 0.0
H -1.46087 -1.08969 2.32027 -0.2 -0.1 -0.2
H -0.36482 1.11185 0.97153 0.1 0.0 0.0
H -1.24025 3.30432 0.17091 0.1 0.0 0.0
H -5.02483 1.84989 -0.21279 -0.1 -0.1 0.0
H -4.34401 -0.41805 0.55808 -0.1 -0.1 0.0
H 2.57120 -2.12683 1.07974 -0.1 0.0 0.0
H 1.58666 -3.12862 0.01036 0.0 0.0 0.0
H 3.16421 -1.64222 -1.23110 -0.1 0.0 -0.1
H 1.48773 -1.28317 -1.65415 0.0 0.0 -0.1
H 0.86291 0.97375 -1.68077 -0.1 -0.1 0.0
H 1.18291 3.29818 -0.98074 0.0 0.1 0.0
H 2.91900 3.86691 0.68218 0.0 0.1 0.0
H 4.34975 2.08304 1.61196 0.1 0.0 0.1
H 4.04537 -0.24218 0.89253 0.1 -0.1 0.1
```
Positions in Å, forces in eV/Å.

As for the energy above the lowest of the compared OMol25 structures with the same formula, charge and spin: 21.0 kcal per mole. The value obtained for the total energy is -22981.894 eV. Its frontier orbital gap is 0.3618 Eh. Its max |F| is 0.571 eV Å⁻¹. Its total charge is 0. The calculation puts the LUMO energy at 0.75 eV. As for the SMILES: CCN(Cc1ccncc1)C(=O)CCc1ccccc1.



Entry 2:
Here is a molecular structure, C24H26ClN3O2 in a non-equilibrium geometry from the Open Molecules 2025 dataset. Energies are from ωB97M-V/def2-TZVPD.

```
56
Properties=species:S:1:pos:R:3:forces:R:3
O -3.80917 -0.91362 1.72548 1.8 0.0 -0.8
H -4.22212 -0.18159 1.29787 -0.8 1.3 0.2
C -3.39199 -1.68677 0.55115 -2.7 -6.1 5.5
C -2.61579 -1.19099 -0.55808 1.8 -0.1 -0.1
C -1.99586 -2.45430 -1.51490 2.0 5.1 6.1
C -0.96828 -3.10681 -0.56779 1.9 -1.8 -1.1
N 0.00240 -2.21291 0.00867 1.9 1.7 -6.0
C -0.51646 -1.11693 0.64919 -1.6 -0.3 3.7
C -1.60717 -0.27187 -0.02774 3.6 -0.5 1.2
H -1.93300 0.36474 0.77475 -0.7 0.1 0.4
H -1.12511 0.45715 -0.71714 -0.3 -0.9 -0.2
H 0.19550 -0.38535 1.03205 0.5 -0.6 0.1
H -0.91680 -1.82931 1.53116 -0.4 2.8 0.2
C 1.26689 -2.66558 0.45380 -4.3 -3.0 1.1
C 2.38337 -1.81276 0.46547 1.8 -0.6 10.0
C 3.09893 -1.83024 1.87082 1.7 1.3 -5.2
C 4.26665 -1.08831 1.93026 -1.2 2.1 -0.6
C 4.49600 -0.07905 0.93945 0.9 2.7 -4.6
C 3.86657 0.09521 -0.36061 -3.0 -12.8 13.3
C 2.67606 -0.84986 -0.29914 1.6 4.8 -9.5
H 2.05141 -0.89442 -1.39881 1.4 0.5 3.1
H 3.86819 0.77629 -0.93349 0.6 8.8 -7.6
O 5.62286 0.88370 1.18201 -2.3 -8.0 7.0
C 6.01489 1.82767 0.56679 1.2 7.6 -11.6
N 7.17870 2.50045 0.66197 -5.0 -13.6 13.7
C 7.78515 3.36974 0.24176 -2.6 3.8 -8.3
C 7.15696 3.66046 -0.92368 6.3 11.6 -5.1
C 6.04118 3.36310 -1.39484 -3.5 -8.4 6.3
N 5.39026 2.14135 -0.60671 0.8 3.2 -0.6
H 5.51790 3.46198 -2.19264 -2.9 1.6 -5.1
H 7.58785 4.78803 -1.50229 -0.8 -3.2 1.1
H 8.56347 3.74901 0.56266 7.9 3.7 3.3
H 4.87274 -0.88197 2.78726 0.3 -0.7 0.7
H 2.92194 -2.61547 2.52347 -0.7 -1.1 1.4
H 0.97295 -3.30084 1.38643 1.5 1.0 -0.5
H 1.59550 -3.33991 -0.24156 0.3 -2.7 -1.9
H -0.41287 -3.71744 -1.48159 -0.8 0.2 3.3
H -1.33755 -3.58756 0.48248 -0.2 -0.4 -3.0
H -1.59846 -1.78458 -2.23809 0.5 -0.5 -1.4
H -2.89676 -2.86589 -1.58569 -3.2 -2.7 -1.4
C -3.46788 -0.39864 -1.33968 -3.6 3.6 -6.2
C -4.51010 0.82003 -0.60362 5.5 -7.4 -4.9
C -5.80599 0.47807 -0.49446 3.3 1.3 0.5
C -6.52307 1.35141 0.12190 1.3 9.2 1.7
C -6.00532 2.77751 0.32708 4.1 -3.6 0.1
C -4.42119 2.90854 0.06397 -6.1 5.2 1.6
C -3.74285 1.88341 -0.50182 1.2 3.7 1.3
H -2.66880 2.05687 -0.77028 -1.3 -0.8 0.2
H -4.11665 4.02614 0.19952 0.0 -2.3 -0.2
Cl -6.97874 4.00453 1.22331 1.2 -1.3 -1.2
H -7.48221 1.35373 0.28740 -5.3 -0.8 1.0
H -6.13915 -0.38482 -0.82049 -1.5 -4.3 -1.4
H -2.70105 0.20118 -2.33721 -2.5 -1.6 3.0
H -4.14723 -1.09179 -1.92956 0.3 0.9 0.4
H -2.90950 -2.68036 1.16211 -1.0 2.7 -2.0
H -4.42721 -2.08035 0.33162 1.2 -0.1 -1.2
```
Positions in Å, forces in eV/Å.

As for the energy above the lowest of the compared OMol25 structures with the same formula, charge and spin: 491.8 kcal per mole. The value obtained for the total energy is -46376.667 eV. Its frontier orbital gap is 0.2954 Eh. Its max |F| is 19.968 eV Å⁻¹. Its total charge is 0. The calculation puts the LUMO energy at 0.29 eV.



Entry 3:
Here is a single C7H7F2NO2 molecule from the Open Molecules 2025 dataset. Energies are from ωB97M-V/def2-TZVPD.

```
19
Properties=species:S:1:pos:R:3:forces:R:3
O -3.22017 -2.06036 -0.30497 -0.1 0.1 0.1
C -2.75086 -1.05915 0.16353 0.1 -0.2 -0.1
O -3.44924 -0.25147 0.96362 -0.4 0.0 0.2
C -1.32930 -0.66690 -0.05917 0.3 -0.2 -0.2
C -0.44059 -1.51990 -0.59805 -0.7 0.3 0.3
C 0.93394 -1.11719 -0.77527 0.4 0.3 0.0
C 1.39236 -0.06933 -0.08612 -0.1 -0.1 -0.1
C 0.46432 0.63723 0.86043 0.0 0.0 0.2
N -0.92029 0.63222 0.38440 -0.2 0.1 0.0
C -1.18856 1.66281 -0.57545 0.5 0.2 -0.7
F -2.48770 1.64528 -0.92661 -0.3 -0.3 0.0
F -0.96799 2.86927 -0.00563 0.2 0.2 0.2
H -2.92758 0.52315 1.22896 0.2 -0.2 -0.1
H -0.76928 -2.50258 -0.89415 -0.1 -0.1 0.0
H 1.55716 -1.68012 -1.45125 0.1 0.0 -0.1
H 2.40815 0.28244 -0.16335 0.2 0.0 -0.1
H 0.46648 0.12518 1.83180 0.1 0.1 0.0
H 0.76757 1.67151 1.02522 0.0 -0.1 0.0
H -0.58783 1.62000 -1.50713 -0.2 -0.1 0.4
```
Positions in Å, forces in eV/Å.

As for the energy above the lowest of the compared OMol25 structures with the same formula, charge and spin: 0.0 kcal per mole. The value obtained for the total energy is -18392.216 eV. Its frontier orbital gap is 0.3325 Eh. Its max |F| is 0.851 eV Å⁻¹. Its total charge is 0. The calculation puts the LUMO energy at -0.28 eV. As for the SMILES: O=C(O)C1=CC=CCN1C(F)F.



Entry 4:
Here is 11 unconnected molecules or ions with the total composition C21H64N10O11 in a non-equilibrium geometry from the Open Molecules 2025 dataset. Energies are from ωB97M-V/def2-TZVPD.

```
106
Properties=species:S:1:pos:R:3:forces:R:3
N -0.05068 -2.83551 1.08874 -0.2 2.2 0.2
C 0.49432 -4.01151 1.10874 -2.9 -5.8 -1.6
N 1.81832 -3.98251 0.94074 1.9 1.0 0.0
O -0.16068 -5.17751 1.05474 2.6 4.8 0.8
H -1.01068 -2.74551 1.30274 -1.4 0.2 0.4
H 0.52132 -1.98551 1.23374 -0.2 -0.6 0.3
H 2.12632 -4.88851 0.79174 1.2 -1.8 -0.6
H 2.29632 -3.16151 0.49274 -1.1 -1.1 0.0
N 2.81432 -2.49651 2.97474 0.9 -4.7 -0.2
C 2.19132 -1.38651 3.25574 -3.8 2.6 -3.5
N 2.57232 -0.88251 4.40474 -0.8 3.3 2.0
O 1.28632 -0.77651 2.44074 3.4 -2.6 3.3
H 2.47532 -3.14651 2.19274 0.4 1.2 1.2
H 3.10232 -3.09651 3.81374 -0.4 1.5 -1.7
H 2.11532 0.04849 4.60374 0.8 -1.1 0.0
H 3.51732 -1.07651 4.72174 -0.5 0.2 0.0
N -1.00768 -0.16351 3.84674 0.1 -2.7 -1.5
C -0.68768 0.74649 4.74174 6.5 4.8 0.6
N -1.57868 0.80049 5.72374 -2.6 0.7 2.2
O 0.48332 1.54749 4.65874 -6.3 -4.2 0.7
H -0.34168 -0.40651 3.11974 1.0 0.6 -0.2
H -1.31468 -1.06451 4.21574 -0.3 0.4 0.2
H -1.49468 1.43449 6.52274 0.5 -0.3 -0.8
H -2.57768 0.44749 5.62674 2.2 0.4 -0.2
N -4.38868 -0.95851 0.84774 -2.7 -3.4 -3.2
C -3.37068 -1.01551 1.63574 4.2 -5.8 1.3
N -3.21068 0.03549 2.36974 1.1 3.2 2.5
O -2.58568 -2.14251 1.68974 -3.5 5.1 0.1
H -4.63768 -1.82351 0.30074 0.2 1.5 1.1
H -4.97968 -0.17751 0.83274 -1.0 0.9 -0.2
H -2.36668 0.02949 3.03474 -1.3 0.5 -1.2
H -3.75968 0.92349 2.22074 1.0 -1.7 0.2
N -2.14468 0.44349 -3.07026 1.7 3.7 -5.8
C -2.93968 0.51849 -2.06026 -3.6 6.8 1.5
N -2.90368 -0.57551 -1.43126 -1.4 -4.8 4.2
O -3.61568 1.62449 -1.67526 2.5 -4.5 -1.6
H -2.19868 1.25349 -3.75626 0.5 -1.7 1.3
H -1.47768 -0.29651 -3.20226 -0.1 -0.1 -0.3
H -3.46668 -0.62651 -0.57826 0.7 0.0 -0.8
H -2.45068 -1.45151 -1.75326 -0.4 1.3 0.4
C -0.06568 2.99149 -2.23026 0.4 -0.7 -0.4
C 1.37532 3.38849 -2.01426 -2.7 -0.8 4.1
C 2.03932 2.47849 -1.08926 -0.8 -1.0 3.2
O 2.11032 3.32149 -3.07526 2.5 1.0 -6.4
H -0.49968 3.76949 -2.79426 -1.0 0.9 -0.7
H -0.61368 2.82849 -1.32426 -0.3 0.2 0.5
H -0.15068 2.06449 -2.80526 0.3 0.1 0.1
H 1.41432 4.36449 -1.62526 -0.2 1.7 0.9
H 3.05132 2.72049 -0.87326 1.1 0.1 -0.5
H 1.87732 1.44149 -1.37426 0.3 0.0 -0.2
H 1.60932 2.56549 -0.06926 -0.2 -0.1 -0.5
H 1.77132 3.98349 -3.71226 0.6 -0.7 0.0
C 1.25832 -0.67051 -3.81726 0.3 -0.1 -0.2
C 1.93632 0.29349 -4.79326 -7.5 -6.3 -5.2
C 0.89432 1.11549 -5.61126 -0.4 -1.6 0.0
O 2.78332 1.05349 -4.38426 8.6 6.4 4.9
H 1.98932 -1.30651 -3.30826 -0.1 0.4 0.4
H 0.67132 -1.35851 -4.38426 -0.5 -0.6 -0.6
H 0.55532 -0.18851 -3.15426 0.2 0.3 0.7
H 2.46532 -0.35751 -5.48526 -0.3 -0.6 -0.7
H 1.22132 1.33649 -6.60026 0.8 0.6 -0.6
H 0.50932 1.97449 -5.11126 0.2 0.9 0.6
H 0.04032 0.52449 -5.80326 -1.3 -0.9 -0.2
H 2.42032 1.57249 -3.67726 0.3 1.3 0.7
C -2.42768 -3.97551 -1.09726 -0.7 -0.2 0.5
C -1.33968 -3.46651 -1.98326 -2.2 -4.9 -4.1
C -1.80868 -3.10551 -3.39526 -0.6 -1.1 -0.8
O -0.79468 -2.41851 -1.53426 3.8 6.9 3.4
H -3.41468 -3.47751 -1.18726 0.6 0.2 -0.1
H -2.05768 -3.88951 -0.08026 -0.4 -0.3 0.1
H -2.62268 -5.00151 -1.30926 -0.1 -0.9 0.0
H -0.49068 -4.17151 -2.06526 -0.9 -1.1 -0.4
H -0.96568 -3.00951 -4.06326 0.4 -0.1 -0.2
H -2.38268 -2.18951 -3.54126 0.0 0.2 0.7
H -2.48368 -3.86151 -3.79726 0.2 -0.3 -0.1
H -0.29668 -2.67451 -0.73026 -0.2 0.9 0.0
C 3.37532 0.07049 0.60874 0.1 0.1 0.1
C 3.20132 -0.94151 -0.51326 7.7 4.8 -0.7
C 4.45232 -1.86651 -0.65626 -1.5 1.1 -1.2
O 2.13232 -1.57951 -0.39526 -7.0 -5.4 1.1
H 3.70232 -0.32451 1.56074 -0.2 -0.4 0.2
H 2.43732 0.60349 0.71674 0.0 0.0 0.4
H 4.11032 0.78449 0.34174 0.9 0.9 -0.5
H 3.01332 -0.32451 -1.38326 1.4 0.5 -1.0
H 4.51232 -2.42051 0.22674 0.2 -1.0 1.7
H 5.41932 -1.35151 -0.77026 -0.6 -0.1 -0.4
H 4.17732 -2.57551 -1.44426 0.7 0.1 -0.2
H 1.42832 -0.94351 -0.56626 -1.1 -0.2 0.0
C -1.11568 3.36649 2.07674 1.7 0.2 0.5
C -1.69968 4.36549 3.11174 3.8 -5.5 1.9
C -0.61968 5.00149 3.91074 0.3 -1.3 1.0
O -2.35668 5.29949 2.54674 -4.2 4.7 -2.9
H -1.92268 2.82549 1.61974 -0.4 -0.5 -0.2
H -0.35468 2.68549 2.56574 -1.1 0.5 -0.5
H -0.57868 3.87949 1.25374 -0.3 0.0 0.4
H -2.34968 3.68349 3.70574 0.2 0.4 0.6
H 0.03232 5.55949 3.30474 0.6 1.1 -1.0
H 0.00132 4.27549 4.38274 0.5 -0.9 0.3
H -0.98068 5.57149 4.72674 -0.6 1.0 0.6
H -3.13568 4.87849 2.18874 -0.6 0.5 -0.6
C -0.53368 0.66049 0.41174 -2.4 0.5 0.9
O -0.12068 0.22349 -0.79726 1.1 -0.9 -2.5
H -1.28268 1.45149 0.27374 -0.2 -0.3 0.3
H 0.23532 1.11349 0.93674 1.8 0.6 1.0
H -0.92668 -0.17551 0.98274 -0.3 0.1 0.4
H -0.92468 0.03649 -1.30826 0.7 -0.3 0.3
```
Positions in Å, forces in eV/Å.

As for the energy above the lowest of the compared OMol25 structures with the same formula, charge and spin: 117.5 kcal per mole. The value obtained for the total energy is -60234.307 eV. Its frontier orbital gap is 0.3397 Eh. Its max |F| is 11.799 eV Å⁻¹. Its total charge is 0. The calculation puts the LUMO energy at 0.07 eV. As for the SMILES: NC(N)=O.NC(N)=O.NC(N)=O.NC(N)=O.NC(N)=O.CC(C)O.CC(C)O.CC(C)O.CC(C)O.CC(C)O.CO.



Entry 5:
Here is a molecular structure, C9H17N2Pm in a non-equilibrium geometry from the Open Molecules 2025 dataset. Energies are from ωB97M-V/def2-TZVPD.

```
29
Properties=species:S:1:pos:R:3:forces:R:3
C -2.44404 1.15746 -0.04954 0.5 2.0 0.1
C -1.45109 2.12616 -0.04706 -2.5 -0.3 -0.3
H -2.87069 0.72110 0.88610 0.3 0.6 -0.6
H -2.81920 0.68558 -0.98556 0.2 0.5 0.4
H -1.02033 2.51939 -0.98322 -0.3 -0.2 0.3
H -1.07160 2.60258 0.87254 -0.3 -0.3 -0.3
Pm -0.31802 -0.16086 0.05668 1.1 -0.8 1.0
C 0.30728 -1.91546 -1.59484 -0.1 -0.3 0.2
C 0.17228 -0.72208 -2.37686 0.3 0.4 0.2
C 2.03541 -0.47852 -1.00445 -0.2 -0.6 -0.6
C 1.45645 -1.77466 -0.74659 0.3 0.1 -0.7
H -0.65092 -0.48057 -3.07180 0.7 -0.3 0.3
H 1.46991 1.14647 -2.46847 -0.2 -0.6 0.3
H 2.99681 -0.11250 -0.61030 -0.7 -0.1 -0.1
C 1.23993 0.17150 -2.00830 0.0 -0.7 -0.1
H 1.85702 -2.52902 -0.03953 -0.3 0.5 -0.6
H -0.42581 -2.75635 -1.54832 0.8 0.6 -0.3
N -0.95768 -1.21317 2.18268 -0.6 -1.0 0.3
C -0.70173 0.01054 2.97370 0.2 -0.1 0.1
C 0.77172 0.22039 3.28909 0.4 0.6 1.1
N 1.83977 0.04914 2.25297 -0.5 -1.3 0.4
H -0.12814 -1.79388 2.12410 0.4 -0.3 0.6
H -1.65698 -1.82716 2.63230 0.3 0.5 -0.5
H -1.07018 0.85009 2.38038 -0.2 0.4 0.0
H -1.28911 0.02847 3.91831 0.4 0.0 -0.7
H 0.87246 1.24074 3.66964 -0.1 0.1 -0.2
H 0.99815 -0.36894 4.18746 0.1 -0.3 -0.5
H 2.49298 -0.65033 2.66993 -0.3 0.9 -0.8
H 1.61197 -0.35791 1.32454 0.5 0.0 1.0
```
Positions in Å, forces in eV/Å.

The value obtained for the total energy is -29124.776 eV. Its frontier orbital gap (alpha / beta) is 0.2828 / 0.2909 Eh. Its max |F| is 2.576 eV Å⁻¹. Its total charge is +2. The calculation puts the LUMO energy (alpha / beta) at -9.17 / -8.95 eV. Its multiplicity is 5.